Entry 1:
{
  "formula": "C5H8O2",
  "method": "ωB97M-V/def2-TZVPD",
  "species": ["O", "O", "C", "C", "C", "C", "C", "H", "H", "H", "H", "H", "H", "H", "H"],
  "coordinates": [[0.6713, -1.4938, 0.3927], [-1.2748, -0.5822, 1.8770], [0.3253, -0.1529, 0.0329], [-0.8543, 0.3844, 0.9677], [-1.4905, 0.1292, -1.8493], [1.6213, 0.6635, -0.0792], [-0.5423, -0.0640, -1.1210], [0.5158, -2.0752, -0.3633], [2.1992, 0.3513, -0.9601], [-0.5673, 1.3329, 1.4295], [-1.6813, 0.6016, 0.2572], [2.2605, 0.5110, 0.7979], [1.4045, 1.7297, -0.1820], [-1.8841, 0.0957, -2.8215], [-0.7704, -1.3853, 1.6707]],
  "forces_ev_per_angstrom": [[-0.22, -0.02, -0.17], [0.21, -0.16, 0.47], [-0.42, 0.33, -0.13], [-0.34, 0.52, 0.26], [1.38, -0.66, -0.70], [-0.16, 0.08, 0.07], [0.30, -0.37, -1.64], [-0.02, 0.13, 0.16], [-0.26, 0.00, 0.20], [0.21, -0.15, 0.42], [0.49, 0.13, 1.47], [-0.31, -0.01, -0.06], [-0.02, -0.10, 0.03], [-0.78, 0.21, -0.52], [-0.04, 0.07, 0.13]],
  "lowdin_charge": [-0.0088, -0.0363, -0.4982, -0.1996, 0.1396, -0.0075, -0.0986, 0.1159, 0.0894, 0.1251, 0.0926, 0.0910, 0.0879, 0.0286, 0.0789],
  "relative_energy_kj_mol": 347.7,
  "e_tot_ha": -345.67253,
  "total_charge": 0,
  "homo_energy_ev": -9.34,
  "gap_ev": 9.925,
  "spin_multiplicity": 1
}

---

Entry 2:
{
  "formula": "C30H21CoF10N6O2",
  "method": "ωB97M-V/def2-TZVPD",
  "species": ["Co", "F", "F", "F", "F", "F", "F", "F", "F", "F", "F", "O", "O", "N", "N", "N", "N", "N", "N", "C", "C", "C", "C", "C", "C", "C", "C", "C", "C", "C", "C", "C", "C", "C", "C", "C", "C", "C", "C", "C", "C", "C", "C", "C", "C", "C", "C", "C", "C", "H", "H", "H", "H", "H", "H", "H", "H", "H", "H", "H", "H", "H", "H", "H", "H", "H", "H", "H", "H", "H"],
  "coordinates": [[-0.3887, -0.9918, -0.4024], [-3.5291, 4.6661, 0.2760], [-2.7509, 5.8559, -2.0078], [1.7806, 1.7646, -2.4373], [1.7332, -1.9133, 1.2198], [-0.2809, 5.4555, -2.8843], [2.1702, -4.7872, -2.5651], [4.1635, -2.6038, 1.9725], [5.6335, -4.4163, 0.5288], [-3.0757, 2.1887, 0.7366], [4.5071, -5.4813, -1.7120], [1.9852, 4.8320, 3.8503], [2.7701, 4.9009, 1.8558], [2.0726, 4.3872, 2.7107], [-0.4482, -0.5018, 1.5547], [0.5381, -2.7423, -1.0855], [-1.7562, 0.4522, -0.9434], [1.0734, 0.6935, -0.4459], [-2.1728, -2.2437, -1.1355], [0.2102, 3.6448, -1.3689], [1.2578, 3.2277, 2.3550], [-2.6178, -3.2111, -0.1385], [0.9226, 2.9072, 0.9462], [0.7088, 3.8796, 0.0421], [4.4026, -4.0553, 0.1406], [0.6627, 1.2294, -1.7826], [-0.3706, 2.2682, -1.5712], [-3.1056, -0.0299, -0.7008], [-0.9683, -0.7560, 3.8832], [3.8245, -4.5832, -0.9874], [3.6665, -3.1267, 0.8471], [-0.2624, -3.5620, -1.9904], [2.5207, 0.3727, -0.4105], [-0.7409, 4.6850, -1.8816], [0.1126, 1.2647, 3.1331], [0.1142, 0.7515, 1.7817], [0.6861, 1.4592, 0.7511], [1.7734, -3.2214, -0.7531], [-3.2466, -1.3054, -1.5060], [-1.9902, 4.8716, -1.4802], [0.8001, 2.4812, 3.3803], [-0.9445, -1.1932, 2.5631], [-2.6512, 4.0271, -0.5209], [-2.4364, 2.7253, -0.3226], [-1.5805, -2.8832, -2.3039], [-0.4171, 0.4901, 4.1509], [2.4120, -2.7576, 0.4211], [-1.5226, 1.7959, -1.0144], [2.5667, -4.1928, -1.4157], [-1.7656, -3.7841, 0.2311], [-2.2693, -3.6134, -2.7541], [0.2187, -3.7361, -2.9500], [1.0030, 2.7930, 4.3962], [0.9193, 4.9104, 0.3072], [2.7645, -0.3409, -1.2015], [-3.2923, -0.2445, 0.3621], [-3.3605, -3.9053, -0.5569], [-1.4029, -2.0942, -3.0365], [-1.3756, -2.1582, 2.3087], [-0.3763, 0.8688, 5.1684], [-3.0714, -2.6835, 0.7016], [-0.4505, -4.5540, -1.5548], [2.7499, -0.0680, 0.5547], [0.3388, 0.3992, -2.4132], [3.1268, 1.2686, -0.5408], [-3.8747, 0.6763, -1.0262], [-1.3952, -1.3756, 4.6584], [-3.1224, -1.0402, -2.5549], [-4.2352, -1.7688, -1.3859], [1.0592, 3.7320, -2.0462]],
  "forces_ev_per_angstrom": [[-0.11, -0.21, -0.34], [-0.10, 0.09, 0.10], [-0.02, 0.04, -0.03], [-0.05, -0.02, -0.01], [0.11, -0.21, 0.01], [0.09, 0.06, -0.04], [-0.21, 0.08, -0.09], [0.05, 0.05, 0.12], [0.09, -0.04, 0.05], [-0.04, -0.02, 0.06], [0.02, -0.05, -0.05], [0.11, -0.19, 0.02], [0.16, -0.12, -0.10], [-0.45, 0.35, -0.05], [0.10, -0.01, 0.30], [0.11, 0.24, 0.01], [-0.02, 0.28, 0.05], [-0.05, 0.27, 0.02], [-0.12, 0.04, 0.10], [-0.09, -0.02, 0.11], [0.07, -0.15, -0.09], [0.07, 0.03, -0.03], [0.03, 0.05, 0.03], [-0.01, 0.05, -0.13], [0.01, 0.04, -0.01], [0.21, -0.01, 0.22], [0.25, 0.01, 0.12], [0.19, 0.01, -0.02], [-0.03, 0.00, 0.04], [-0.02, -0.07, -0.08], [-0.08, 0.06, 0.04], [0.18, -0.02, 0.29], [-0.16, -0.07, 0.02], [0.08, -0.04, 0.10], [-0.16, -0.08, 0.05], [-0.05, -0.16, -0.08], [0.22, -0.04, -0.18], [-0.01, -0.12, -0.05], [-0.02, -0.04, 0.03], [-0.12, -0.02, -0.07], [0.05, 0.00, 0.07], [-0.10, 0.14, 0.02], [0.02, 0.00, -0.04], [0.03, -0.06, 0.03], [0.05, 0.05, 0.03], [0.04, 0.04, -0.03], [-0.16, 0.06, 0.06], [-0.20, -0.28, -0.01], [-0.11, 0.13, -0.01], [-0.02, 0.04, -0.02], [-0.04, -0.01, -0.05], [0.09, -0.09, -0.14], [-0.02, -0.01, -0.01], [0.02, -0.07, -0.02], [-0.04, 0.04, 0.00], [0.00, 0.03, 0.00], [-0.02, -0.02, 0.00], [0.00, 0.03, -0.01], [0.09, 0.01, -0.02], [-0.01, -0.01, -0.05], [0.01, 0.00, -0.02], [0.02, -0.05, 0.02], [-0.03, 0.04, -0.05], [0.04, -0.06, -0.03], [0.01, 0.05, -0.01], [-0.05, 0.03, 0.00], [0.01, 0.01, -0.01], [-0.02, -0.04, -0.07], [0.03, -0.03, 0.03], [0.05, 0.02, -0.10]],
  "lowdin_charge": [0.7505, 0.0928, 0.0827, -0.0144, 0.0647, 0.0903, 0.0612, 0.1127, 0.0998, 0.0844, 0.1022, 0.0296, 0.0569, -0.3566, 0.0122, -0.0418, -0.0424, -0.0976, -0.2679, -0.1774, -0.0832, -0.0805, -0.0959, 0.0219, -0.1664, -0.2645, -0.0952, -0.2335, -0.0880, -0.1628, -0.1596, -0.2459, -0.0345, -0.1504, -0.1516, -0.1501, -0.1344, -0.1829, -0.1859, -0.1549, 0.0407, -0.1444, -0.1427, -0.1170, -0.2042, -0.0315, -0.1704, -0.1981, -0.1348, 0.0832, 0.1247, 0.1053, 0.1242, 0.1144, 0.0931, 0.1060, 0.0893, 0.1161, 0.0991, 0.1141, 0.0804, 0.1144, 0.0822, 0.1368, 0.0931, 0.1189, 0.0857, 0.1147, 0.1196, 0.1432],
  "e_tot_ha": -4016.13623,
  "total_charge": -1,
  "homo_energy_ev": [-3.87, -3.88],
  "gap_ev": [6.006, 5.976],
  "spin_multiplicity": 4
}

---

Entry 3:
{
  "formula": "C9H16N3P",
  "method": "ωB97M-V/def2-TZVPD",
  "species": ["P", "N", "N", "N", "C", "C", "C", "C", "C", "C", "C", "C", "C", "H", "H", "H", "H", "H", "H", "H", "H", "H", "H", "H", "H", "H", "H", "H", "H"],
  "coordinates": [[-0.1542, -2.5164, 0.9849], [-3.6924, 1.2117, -1.2142], [-2.0582, 0.6483, 0.1057], [-3.1768, 0.1312, 0.6409], [1.6492, 0.2742, -1.1838], [0.0808, -1.6426, -0.5146], [1.6391, 0.9866, 0.1668], [1.3783, -1.2511, -1.1288], [-4.1434, 0.4738, -0.2004], [-0.8554, 0.5273, 0.7393], [-2.4038, 1.3254, -0.9963], [2.3004, 0.2759, 1.2836], [0.1958, 1.4997, 0.6134], [-1.0527, -0.0438, 1.6289], [1.8287, -0.7102, 1.4538], [-0.1031, 2.1397, -0.1391], [3.4466, -0.0444, 1.0172], [1.3071, -2.5232, 1.3088], [-5.1532, 0.3049, 0.1750], [0.3390, 2.0453, 1.5719], [0.7649, 0.7126, -1.7763], [2.2040, 1.9447, 0.1372], [-0.1425, -3.9569, 0.7632], [2.1640, 0.8242, 2.2268], [-1.7807, 1.7886, -1.7423], [2.4557, 0.4518, -1.7569], [1.4203, -1.6627, -2.1625], [2.3176, -1.7214, -0.7012], [-0.7751, -1.4933, -1.3006]],
  "forces_ev_per_angstrom": [[1.28, -1.08, 1.41], [-0.73, 0.70, -1.10], [-0.60, 0.77, -0.53], [-0.38, -0.74, 0.58], [-5.09, -0.31, 0.91], [-1.61, 1.14, -2.17], [-0.37, 1.74, 0.26], [2.03, -0.36, -0.37], [0.75, -0.09, 2.06], [-0.17, -2.40, 0.70], [-0.53, -0.02, -1.38], [2.15, -2.64, 0.34], [2.25, -0.69, 0.78], [0.50, -0.10, 0.32], [0.18, 0.54, 0.02], [-0.46, 1.93, -1.44], [-2.59, 1.20, 0.89], [-1.50, -0.18, -0.09], [0.14, -0.05, -0.93], [-0.17, -0.12, -0.52], [1.15, -0.41, 0.59], [-0.35, -0.36, -0.71], [0.01, 0.60, -0.50], [0.68, -0.06, -0.27], [0.49, 0.06, 0.41], [3.13, 0.66, -1.68], [-0.24, 0.45, 0.31], [-1.27, 0.26, 0.21], [1.30, -0.44, 1.91]],
  "lowdin_charge": [0.7678, 0.0687, -0.1379, 0.0971, -0.1617, -0.4634, -0.3768, -0.3014, -0.2201, -0.1145, -0.1602, -0.1071, -0.1393, 0.0783, 0.0076, 0.0752, 0.1451, -0.0630, 0.1095, 0.1354, 0.1325, 0.1386, -0.1113, 0.0821, 0.1246, 0.0661, 0.1116, 0.1118, 0.1048],
  "relative_energy_kj_mol": 5.9,
  "e_tot_ha": -857.97185,
  "total_charge": 0,
  "homo_energy_ev": [-7.47, -7.82],
  "gap_ev": [7.247, 7.631],
  "spin_multiplicity": 1
}